Entry 1:
Computed, not measured: a cluster of 2 separate species, C6H17N2 in total, with ωB97M-V/def2-TZVPD.

## Properties
E_LUMO ... -3.10 eV
Energy relative to the best compared isomer or geometry (same formula, charge and spin) ... 23.7 kcal/mol
Molecular weight ... 117.2 g mol⁻¹
Total charge ... +1

Element x y z (Å)
C  -1.51  1.97  0.92
C  -1.05  1.13  2.11
C  -0.05  0.02  1.77
C  0.05  -1.00  2.90
H  -0.76  2.71  0.59
H  -2.39  2.55  1.17
H  -1.82  1.34  0.09
H  -1.93  0.67  2.54
H  -0.59  1.77  2.86
H  0.94  0.47  1.60
H  -0.33  -0.53  0.86
H  0.28  -0.49  3.83
H  0.90  -1.68  2.77
H  -0.89  -1.52  3.08
C  1.13  -0.10  -2.02
C  0.29  -1.13  -2.05
N  0.43  -2.23  -2.84
N  0.82  1.08  -1.19
H  2.02  0.00  -2.61
H  -0.61  -1.11  -1.45
H  0.05  -3.09  -2.48
H  1.34  -2.38  -3.26
H  0.50  1.91  -1.70
H  1.63  1.30  -0.61
H  0.08  0.88  -0.51

***

Entry 2:
Computed, not measured: a cluster of 2 separate species, C4H6Br2 in total at a distorted geometry, with ωB97M-V/def2-TZVPD.

## Properties
E_LUMO (alpha / beta) ... -0.30 / 0.25 eV
Energy relative to the best compared isomer or geometry (same formula, charge and spin) ... 94.0 kcal/mol
Molecular weight ... 213.9 g mol⁻¹
Total charge ... 0

Element x y z (Å)
C  1.92  -2.26  0.50
C  2.34  -1.60  -0.54
C  -1.92  1.94  -0.47
C  -1.01  0.83  -0.02
Br  -1.63  -0.90  -0.34
Br  0.19  1.18  1.43
H  1.19  -3.00  0.63
H  2.19  -1.81  1.42
H  3.20  -1.01  -0.80
H  -1.35  2.87  -0.44
H  -2.79  2.13  0.10
H  -2.33  1.63  -1.47

***

> Which of these has the lowest total charge?

C4H6Br2